Here is C5H8O in the gas phase from the Open Molecules 2025 dataset. Energies are from wB97M-V/def2-TZVPD.

Structure (XYZ):
```
14
C5H8O | the Open Molecules 2025 dataset | wB97M-V/def2-TZVPD
C 2.64070 0.00814 0.33565
C 1.37910 -0.22843 -0.34627
C 0.23517 -0.26863 -0.72791
C -1.12369 0.26580 -0.51781
C -2.13339 -0.76158 -0.04209
O -1.00782 1.21712 0.53830
H 3.46223 -0.56668 -0.08856
H 2.51859 -0.25092 1.39314
H 2.88357 1.07573 0.27984
H -1.48284 0.76513 -1.42729
H -1.68131 -1.41465 0.70979
H -2.96272 -0.21907 0.41857
H -2.50629 -1.36666 -0.87176
H -0.22131 1.74470 0.34639
```

Results
* Kohn-Sham gap: 10.52 eV
* relative energy (zero: lowest compared OMol25 entry of this formula, charge and spin): 55.0 kcal per mole
* calculated total energy: -270.4702 a.u.
* lowest unoccupied orbital energy: 0.86 eV

***

Here is C5H8O in the gas phase from the Open Molecules 2025 dataset. Energies are from wB97M-V/def2-TZVPD.

Structure (XYZ):
```
14
C5H8O | the Open Molecules 2025 dataset | wB97M-V/def2-TZVPD
C -2.13216 0.03485 0.38977
C -0.72296 0.55730 0.22002
O -0.42799 1.70345 0.49892
C 0.30078 -0.40642 -0.28285
C 1.52549 0.17101 -0.94865
C 1.63853 -0.37123 0.42944
H -2.60696 -0.07649 -0.59319
H -2.13008 -0.95076 0.86884
H -2.71212 0.74070 0.98684
H -0.06130 -1.37410 -0.61994
H 1.52689 1.25108 -1.06016
H 1.96354 -0.39317 -1.76642
H 2.14556 -1.31884 0.58241
H 1.71857 0.34331 1.24296
```

Results
* Kohn-Sham gap: 10.76 eV
* relative energy (zero: lowest compared OMol25 entry of this formula, charge and spin): 18.6 kcal per mole
* calculated total energy: -270.5283 a.u.
* lowest unoccupied orbital energy: 1.09 eV

***

Here is 2 unconnected molecules or ions with the total composition C5H8O in a non-equilibrium geometry from the Open Molecules 2025 dataset. Energies are from wB97M-V/def2-TZVPD.

Structure (XYZ):
```
14
C5H8O | the Open Molecules 2025 dataset | wB97M-V/def2-TZVPD
C -1.68123 -0.88922 0.79402
C -0.29671 1.26292 -0.26943
O -0.92244 2.04412 0.30477
C 0.43354 0.32137 -0.90722
C 1.96581 0.20713 -0.71607
C 1.18519 -0.48217 0.29891
H -2.30565 -0.43336 0.01026
H -2.00480 -1.91580 0.93294
H -1.82643 -0.31203 1.71376
H -0.09939 -0.28915 -1.63102
H 2.55637 1.09994 -0.52006
H 2.33699 -0.39534 -1.54726
H -0.59808 -1.00060 0.56778
H 1.10248 0.14358 1.20657
```

Results
* Kohn-Sham gap: 7.97 eV
* relative energy (zero: lowest compared OMol25 entry of this formula, charge and spin): 116.9 kcal per mole
* calculated total energy: -270.3717 a.u.
* lowest unoccupied orbital energy: 0.23 eV

***

Here is 2 unconnected molecules or ions with the total composition C5H8O from the Open Molecules 2025 dataset. Energies are from wB97M-V/def2-TZVPD.

Structure (XYZ):
```
14
C5H8O | the Open Molecules 2025 dataset | wB97M-V/def2-TZVPD
C -0.19263 -1.28827 -1.21961
C -0.37093 -1.54780 0.25431
C -0.06413 -0.64676 1.18128
O 0.42685 0.60680 0.92418
C 0.53143 0.94673 -0.39957
C 0.25995 0.13576 -1.41630
H 0.53937 -1.98916 -1.64901
H -1.13124 -1.47333 -1.76190
H -0.76120 -2.50614 0.58405
H -0.17231 -0.80286 2.24891
H -0.08197 2.68027 1.99347
H 0.86189 1.97452 -0.50453
H -0.21951 3.38541 2.18855
H 0.37444 0.52483 -2.42384
```

Results
* Kohn-Sham gap: 9.44 eV
* relative energy (zero: lowest compared OMol25 entry of this formula, charge and spin): 51.7 kcal per mole
* calculated total energy: -270.4754 a.u.
* lowest unoccupied orbital energy: 1.07 eV

***

Here is C5H8O in the gas phase in a non-equilibrium geometry from the Open Molecules 2025 dataset. Energies are from wB97M-V/def2-TZVPD.

Structure (XYZ):
```
14
C5H8O | the Open Molecules 2025 dataset | wB97M-V/def2-TZVPD
C -1.18985 -0.97523 -0.90438
C -1.81996 0.30123 -0.41540
C -0.61154 -0.24865 0.27999
C 1.21664 0.56463 1.31645
C 1.85249 0.04708 0.11743
O 0.63597 0.66889 -0.27737
H -0.67691 -0.94156 -1.86292
H -1.66700 -1.93207 -0.68962
H -2.75668 0.26626 0.13952
H -1.73045 1.17314 -1.06176
H 0.80150 -0.07347 2.09256
H 1.37661 1.60476 1.57399
H 2.70932 0.57504 -0.28767
H 1.85985 -1.03006 -0.02083
```

Results
* Kohn-Sham gap: 7.60 eV
* relative energy (zero: lowest compared OMol25 entry of this formula, charge and spin): 163.3 kcal per mole
* calculated total energy: -270.2976 a.u.
* lowest unoccupied orbital energy: 0.57 eV

***

Here is a molecular structure, C5H8O in a non-equilibrium geometry from the Open Molecules 2025 dataset. Energies are from wB97M-V/def2-TZVPD.

Structure (XYZ):
```
14
C5H8O | the Open Molecules 2025 dataset | wB97M-V/def2-TZVPD
C -1.16548 0.87370 -0.58489
C -1.46205 -0.19766 0.45409
C -0.09305 -0.07928 -0.14535
C 0.93398 -0.94117 -0.74753
O 2.32774 -0.33164 0.07139
C 1.28140 0.29389 0.73914
H -1.66824 0.80337 -1.55353
H -1.06454 1.89830 -0.22562
H -1.55497 0.12700 1.49296
H -2.15968 -0.99519 0.18865
H 0.94083 -1.96963 -0.42020
H 1.28963 -0.68830 -1.72375
H 1.06065 -0.17109 1.70005
H 1.33379 1.37771 0.75458
```

Results
* Kohn-Sham gap: 10.19 eV
* relative energy (zero: lowest compared OMol25 entry of this formula, charge and spin): 95.7 kcal per mole
* calculated total energy: -270.4054 a.u.
* lowest unoccupied orbital energy: 0.99 eV

***

Here is a molecular structure, C5H8O in a non-equilibrium geometry from the Open Molecules 2025 dataset. Energies are from wB97M-V/def2-TZVPD.

Structure (XYZ):
```
14
C5H8O | the Open Molecules 2025 dataset | wB97M-V/def2-TZVPD
C 0.24725 0.06967 -1.54905
C 0.86156 1.11609 -0.63134
C -0.11328 0.11178 -0.09284
C -1.32268 0.08620 0.74188
O -0.92500 -1.24639 1.77059
C 0.26073 -1.03244 1.07781
H -0.42558 0.41132 -2.34064
H 0.88750 -0.75806 -1.85578
H 1.90408 0.97315 -0.33831
H 0.60137 2.16420 -0.79680
H -1.41653 0.87989 1.46716
H -2.19927 -0.37408 0.33742
H 1.00586 -0.50478 1.67299
H 0.63398 -1.89654 0.53690
```

Results
* Kohn-Sham gap: 10.18 eV
* relative energy (zero: lowest compared OMol25 entry of this formula, charge and spin): 95.6 kcal per mole
* calculated total energy: -270.4055 a.u.
* lowest unoccupied orbital energy: 0.98 eV

***

Here is C5H8O in the gas phase in a non-equilibrium geometry from the Open Molecules 2025 dataset. Energies are from wB97M-V/def2-TZVPD.

Structure (XYZ):
```
14
C5H8O | the Open Molecules 2025 dataset | wB97M-V/def2-TZVPD
C -0.19940 1.37540 -0.09326
C 0.51861 0.10930 -0.51336
C -0.40770 -1.03526 -0.39014
C -1.53004 -1.09666 0.34469
C 1.73035 -0.08152 0.40919
H -1.08423 1.61287 -0.70041
H 0.36233 2.25342 -0.36323
H -0.37627 1.43955 0.92592
H 0.84921 0.07457 -1.52371
H -0.29666 -1.99462 -0.92804
H -1.86633 -0.31092 1.11190
H -2.13431 -2.04347 0.24929
H 1.84986 0.66608 1.49742
O 2.58459 -0.96873 -0.02626
```

Results
* Kohn-Sham gap: 10.18 eV
* relative energy (zero: lowest compared OMol25 entry of this formula, charge and spin): 63.5 kcal per mole
* calculated total energy: -270.4567 a.u.
* lowest unoccupied orbital energy: 0.54 eV